Entry 1:
Below is a structure of composition C26H27N4S3SbSc in a non-equilibrium geometry, with properties calculated with wB97M-V/def2-TZVPD.

Each line ends with the natural charge from an NBO analysis.
Geometry (Å):
Sc: -0.590 0.505 0.490  1.17
N: -0.478 -1.923 -2.117  -0.60
C: 0.728 -1.123 -2.104  0.40
C: 1.877 -1.544 -2.785  -0.27
C: 2.937 -0.632 -2.911  -0.12
C: 2.863 0.628 -2.400  -0.26
C: 1.696 0.923 -1.755  0.07
N: 0.615 0.130 -1.620  -0.52
C: -0.969 -2.482 -0.962  0.43
C: -1.789 -3.674 -0.968  -0.28
C: -2.166 -4.256 0.241  -0.11
C: -1.759 -3.676 1.482  -0.28
C: -1.025 -2.530 1.384  0.07
N: -0.637 -1.940 0.217  -0.58
H: -0.579 -2.483 -2.966  0.42
H: 1.968 -2.473 -3.286  0.24
H: 3.854 -0.985 -3.369  0.24
H: 3.656 1.371 -2.575  0.25
H: 1.602 1.895 -1.325  0.23
H: -2.049 -4.115 -1.919  0.23
H: -2.672 -5.178 0.310  0.23
H: -1.975 -4.167 2.406  0.24
H: -0.779 -1.975 2.248  0.23
S: -1.638 0.503 2.640  -0.26
C: -0.582 1.933 2.820  -0.22
C: -0.046 2.041 4.117  -0.16
C: 0.810 3.037 4.484  -0.24
C: 1.262 3.940 3.520  -0.21
C: 0.816 3.798 2.199  -0.21
C: -0.122 2.820 1.832  -0.24
S: -0.745 2.869 0.165  -0.24
H: -0.397 1.336 4.858  0.22
H: 1.220 3.129 5.472  0.23
H: 1.936 4.751 3.752  0.23
H: 1.061 4.519 1.403  0.23
C: 3.685 -1.566 0.670  -0.95
Sb: 2.290 -0.095 1.488  1.01
C: 2.682 -0.038 3.600  -0.92
C: 3.338 1.750 1.213  -0.97
H: 3.444 -2.533 1.209  0.24
H: 4.712 -1.266 0.826  0.24
H: 3.541 -1.744 -0.400  0.23
H: 2.265 0.892 3.926  0.24
H: 3.720 -0.178 3.738  0.23
H: 2.156 -0.854 4.028  0.23
H: 4.378 1.574 1.105  0.23
H: 3.221 2.362 2.093  0.25
H: 3.032 2.335 0.361  0.22
S: -5.083 -0.922 -0.932  0.50
C: -3.667 -0.618 -0.006  -0.08
N: -2.697 0.012 -0.626  -0.51
C: -3.033 0.279 -1.968  0.08
C: -2.272 1.032 -2.891  -0.15
C: -2.765 1.201 -4.180  -0.21
C: -4.073 0.629 -4.477  -0.19
C: -4.881 0.008 -3.573  -0.21
C: -4.319 -0.196 -2.268  -0.24
H: -3.604 -0.924 1.031  0.25
H: -1.292 1.437 -2.645  0.23
H: -2.330 1.788 -5.001  0.24
H: -4.464 0.936 -5.454  0.22
H: -5.887 -0.269 -3.844  0.24

Properties
Net charge = +1
HOMO energy = -10.348 eV
Multiplicity = 1
E_tot = -3421.45318 Ha
Gap between HOMO and LUMO = 7.53 eV


Entry 2:
Below is a structure of composition C26H28BGdNO3P2 in a non-equilibrium geometry, with properties calculated with wB97M-V/def2-TZVPD.

Each line ends with the Mulliken spin population.
Geometry (Å):
C: -1.142 -4.740 -1.901  0.00
C: -0.948 -3.374 -2.073  0.02
C: -2.055 -2.502 -1.836  -0.02
C: -3.327 -3.005 -1.438  -0.01
C: -3.439 -4.406 -1.214  0.00
C: -2.365 -5.250 -1.434  0.00
C: -4.381 -2.093 -1.303  0.01
C: -4.251 -0.744 -1.668  0.01
C: -2.958 -0.276 -2.052  0.02
C: -2.737 1.068 -2.482  0.00
C: -3.842 1.918 -2.525  0.00
C: -5.111 1.496 -2.086  0.00
C: -5.321 0.192 -1.683  0.00
H: -0.323 -5.426 -2.111  0.00
H: -4.395 -4.786 -0.866  0.00
H: -2.460 -6.325 -1.270  0.00
H: -5.353 -2.458 -0.979  0.00
H: -3.728 2.937 -2.892  0.00
H: -5.943 2.208 -2.092  0.00
H: -6.304 -0.155 -1.363  0.00
N: -1.888 -1.138 -1.949  -0.02
Gd: -0.800 -0.565 -0.066  6.73
C: 0.382 -2.806 -2.542  0.00
H: 0.228 -2.081 -3.353  0.00
H: 1.062 -3.610 -2.852  0.00
C: -1.346 1.513 -2.921  0.01
H: -0.924 0.769 -3.612  0.00
H: -1.421 2.489 -3.420  0.00
P: 1.327 -1.870 -1.260  0.00
P: -0.053 1.737 -1.567  0.06
C: -0.615 3.378 -1.028  0.00
H: 0.009 3.709 -0.189  0.00
H: -0.531 4.082 -1.869  0.00
H: -1.657 3.334 -0.692  0.00
C: 1.387 2.224 -2.598  0.00
H: 1.192 3.171 -3.126  0.00
H: 2.268 2.355 -1.955  0.00
H: 1.629 1.447 -3.339  0.00
C: 1.799 -3.238 -0.149  0.00
H: 2.369 -3.984 -0.725  0.00
H: 2.400 -2.842 0.679  0.00
H: 0.902 -3.699 0.281  0.00
C: 2.892 -1.506 -2.102  -0.01
H: 3.542 -0.927 -1.431  0.00
H: 3.382 -2.453 -2.385  0.00
H: 2.704 -0.895 -2.994  0.00
C: -1.416 1.226 1.329  -0.01
O: -1.753 2.085 2.038  0.00
H: -2.281 -0.727 1.099  0.15
O: 1.574 1.998 1.165  -0.07
B: 1.415 0.712 0.503  0.20
O: 2.687 0.012 0.746  -0.06
C: 3.492 0.850 1.435  0.00
C: 4.706 0.555 2.027  0.00
C: 5.198 1.488 2.951  0.00
C: 4.530 2.695 3.183  0.00
C: 3.343 3.012 2.501  0.00
C: 2.828 2.047 1.673  0.00
H: 5.206 -0.384 1.805  0.00
H: 6.106 1.251 3.516  0.00
H: 4.917 3.401 3.924  0.00
H: 2.799 3.939 2.637  0.00

Properties
Net charge = +1
<S²> = 16.090
HOMO energy (alpha / beta) = -10.107 / -9.858 eV
Multiplicity = 8
E_tot = -2761.03173 Ha
Gap between HOMO and LUMO (alpha / beta) = 5.72 / 5.46 eV


Entry 3:
Below is a structure of composition C26H28BN11OS2TcTe in a non-equilibrium geometry, with properties calculated with wB97M-V/def2-TZVPD.

Each line ends with the Mulliken spin population.
Geometry (Å):
Tc: 0.145 1.755 -0.579  1.90
C: -3.390 3.045 -2.689  0.00
C: -2.754 2.764 -1.460  0.03
N: -1.649 1.997 -1.696  -0.02
N: -1.603 1.829 -3.143  0.01
C: -2.643 2.433 -3.664  0.02
B: -0.345 1.132 -3.676  -0.08
N: -0.234 -0.260 -2.953  0.05
C: -0.383 -1.550 -3.343  0.02
C: -0.095 -2.370 -2.241  0.00
C: 0.177 -1.492 -1.221  0.03
N: 0.153 -0.232 -1.664  -0.06
N: 0.954 1.850 -3.437  0.03
C: 1.838 2.427 -4.336  0.05
C: 2.596 3.378 -3.643  0.01
C: 2.090 3.495 -2.395  0.02
N: 1.036 2.594 -2.182  -0.05
H: -4.307 3.616 -2.820  0.00
H: -3.042 2.974 -0.411  0.01
H: -2.765 2.364 -4.745  0.00
H: -0.488 1.044 -4.855  0.00
H: -0.674 -1.837 -4.357  0.00
H: -0.081 -3.469 -2.207  0.00
H: 0.501 -1.721 -0.203  0.00
H: 1.961 2.097 -5.350  0.00
H: 3.380 3.976 -4.083  0.00
H: 2.413 4.053 -1.545  -0.01
S: 0.131 3.767 0.638  0.14
C: 0.352 3.233 2.257  0.04
S: 1.925 3.167 2.777  0.22
C: -0.825 3.050 3.046  0.04
C: -0.698 2.312 4.269  -0.01
N: -0.464 1.691 5.210  0.02
C: -2.087 3.374 2.525  -0.02
N: -3.210 3.599 2.191  0.05
C: 3.440 -5.130 1.582  0.00
C: 3.274 -3.667 1.368  0.00
C: 2.663 -2.839 2.335  0.01
C: 2.539 -1.463 2.169  -0.07
C: 1.947 -0.617 3.269  0.04
C: 2.922 -0.864 0.934  0.00
Te: 2.531 1.331 0.643  0.59
C: 3.592 -1.605 -0.011  -0.03
C: 4.079 -0.966 -1.294  0.06
C: 3.793 -3.004 0.234  0.01
H: 4.223 -5.367 2.319  0.00
H: 3.727 -5.727 0.705  0.00
H: 2.505 -5.592 2.010  0.00
H: 2.257 -3.225 3.222  0.00
H: 1.670 -1.240 4.152  0.00
H: 1.014 -0.207 2.850  -0.01
H: 2.666 0.191 3.699  0.00
H: 3.191 -0.573 -1.889  -0.01
H: 4.702 -1.673 -1.864  0.00
H: 4.731 -0.108 -1.091  -0.01
H: 4.348 -3.568 -0.488  0.00
C: -4.713 -1.434 3.023  0.00
N: -3.682 -0.891 2.142  0.00
C: -2.730 0.110 2.460  0.00
C: -1.975 0.153 1.157  0.00
O: -0.887 0.830 1.093  -0.03
N: -2.521 -0.651 0.231  0.01
C: -3.551 -1.261 0.861  0.00
N: -4.239 -2.240 0.297  0.00
H: -4.515 -1.028 4.016  0.00
H: -4.518 -2.535 3.123  0.00
H: -5.745 -1.271 2.682  0.00
H: -2.126 -0.070 3.357  0.00
H: -3.216 1.072 2.648  0.00
H: -4.221 -2.387 -0.677  0.00
H: -5.093 -2.569 0.717  0.00

Properties
<S²> = 3.777
HOMO energy (alpha / beta) = -6.427 / -7.289 eV
Multiplicity = 4
E_tot = -2855.23261 Ha
Gap between HOMO and LUMO (alpha / beta) = 6.45 / 6.17 eV


Entry 4:
Below is a structure of composition C26H28BrCeIN4O5 in a non-equilibrium geometry, with properties calculated with wB97M-V/def2-TZVPD.

Each line ends with the Löwdin charge.
Geometry (Å):
Ce: -0.137 -0.810 0.379  1.30
C: -2.845 2.926 0.710  0.01
C: -3.166 2.121 -0.514  -0.24
N: -3.921 2.679 -1.445  0.15
C: -4.250 1.981 -2.537  -0.05
C: -3.838 0.683 -2.765  -0.12
C: -4.186 -0.025 -4.052  -0.18
O: -3.010 -0.397 -4.768  -0.05
C: -3.020 0.083 -1.794  -0.05
C: -2.495 -1.256 -2.085  0.00
N: -1.420 -1.783 -1.620  -0.02
C: -1.043 -3.039 -2.216  -0.31
C: -1.024 -3.178 -3.599  0.00
C: -0.660 -4.388 -4.173  -0.03
C: -0.305 -5.467 -3.378  -0.04
C: -0.309 -5.341 -1.995  -0.12
C: -0.671 -4.127 -1.440  -0.57
I: -0.678 -3.959 0.636  1.34
C: -2.701 0.807 -0.658  -0.21
O: -1.958 0.252 0.346  -0.22
H: -3.282 3.915 0.602  0.10
H: -1.766 3.023 0.846  0.07
H: -3.255 2.455 1.605  0.09
H: -4.876 2.492 -3.259  0.13
H: -4.847 0.600 -4.652  0.13
H: -4.727 -0.950 -3.853  0.13
H: -2.677 0.371 -5.246  0.11
H: -3.052 -1.836 -2.816  0.14
H: -1.293 -2.332 -4.223  0.12
H: -0.649 -4.482 -5.251  0.12
H: -0.024 -6.410 -3.826  0.12
H: -0.037 -6.178 -1.366  0.11
C: 0.105 3.921 3.077  -0.01
N: 0.295 2.606 2.447  -0.08
C: -0.443 1.538 3.123  -0.01
C: 0.877 2.396 1.261  -0.40
O: 0.839 1.196 0.759  -0.15
N: 1.480 3.320 0.519  -0.08
C: 1.916 2.948 -0.835  0.00
C: 2.024 4.620 0.939  -0.01
H: -0.639 3.800 3.859  0.10
H: -0.282 4.652 2.367  0.11
H: 1.014 4.287 3.545  0.10
H: -0.175 1.520 4.177  0.10
H: -0.193 0.572 2.710  0.04
H: -1.516 1.703 3.025  0.10
H: 1.144 2.396 -1.361  0.09
H: 2.834 2.360 -0.809  0.11
H: 2.105 3.871 -1.377  0.10
H: 1.907 4.807 1.995  0.06
H: 1.543 5.418 0.376  0.11
H: 3.090 4.625 0.717  0.11
Br: 2.053 -0.985 4.825  0.88
C: 3.336 -1.797 3.701  -0.57
C: 4.532 -2.169 4.287  -0.10
C: 5.541 -2.737 3.516  -0.02
C: 5.375 -2.924 2.150  -0.03
C: 4.192 -2.538 1.558  0.02
C: 3.154 -1.982 2.325  -0.16
C: 1.935 -1.679 1.612  -0.53
O: 1.946 -1.551 0.325  -0.10
O: 0.787 -1.535 2.200  -0.24
H: 4.676 -2.012 5.346  0.11
H: 6.466 -3.032 3.994  0.13
H: 6.162 -3.366 1.555  0.12
H: 4.043 -2.678 0.498  0.13

Properties
Net charge = +2
HOMO energy = -14.188 eV
Multiplicity = 1
E_tot = -4949.22085 Ha
Gap between HOMO and LUMO = 6.52 eV